# 1
{"formula": "C19H18Cl3F5N5O5OsP", "method": "ωB97M-V with the def2-TZVPD basis set", "spin_multiplicity": 5, "lumo_energy_ev": [-5.3, -8.5], "total_charge": 2, "orbital_gap_ev": [9.29, 6.30], "energy_ha": -3696.1207, "species": ["H", "C", "C", "H", "N", "N", "C", "C", "H", "C", "C", "H", "Os", "C", "C", "H", "O", "F", "H", "C", "H", "C", "N", "P", "F", "H", "H", "C", "Cl", "C", "F", "C", "H", "H", "N", "H", "Cl", "F", "N", "H", "C", "H", "C", "C", "O", "C", "O", "Cl", "C", "F", "C", "H", "O", "H", "H", "O", "H"], "xyz": [[-0.532, -3.615, -4.938], [-0.303, 2.396, 3.825], [0.800, 0.274, 3.063], [-1.603, 1.527, 1.665], [0.266, -1.787, -2.231], [1.877, -3.446, -2.561], [-2.879, 2.346, -4.094], [-1.022, 1.514, -2.845], [3.034, 1.624, 3.690], [-1.911, 0.899, -1.908], [-1.051, -2.381, 1.380], [3.919, -3.406, -2.047], [0.178, -0.781, -0.498], [-1.482, 2.215, -3.910], [3.106, -4.123, -2.115], [1.670, -0.367, 3.214], [-0.460, -2.832, 0.375], [-4.149, 0.506, -1.279], [0.982, 4.546, 2.992], [1.386, -2.430, -1.870], [-1.184, 1.785, 4.014], [-3.321, 1.066, -2.123], [-0.345, 2.992, 2.534], [0.673, 0.776, 1.285], [-5.079, 1.919, -3.398], [2.257, 3.066, 4.389], [-0.200, 3.154, 4.600], [-3.788, 1.773, -3.194], [-3.332, -3.056, 2.606], [2.136, 1.914, 1.236], [-0.660, 2.775, -4.769], [-0.514, -2.107, -3.356], [1.557, -4.708, -4.201], [0.821, 4.183, 1.270], [0.925, 1.474, 3.954], [2.947, -4.582, -1.142], [-1.307, -5.025, 2.024], [-3.322, 3.018, -5.114], [2.064, 2.880, 2.334], [2.154, 2.443, 0.283], [0.882, 3.742, 2.262], [3.060, 1.337, 1.304], [-0.662, 2.042, 1.465], [2.180, 2.296, 3.623], [-1.532, 0.198, -0.925], [1.142, -3.860, -3.675], [-1.480, -1.434, -3.639], [-0.770, -2.973, 3.979], [-1.605, -3.355, 2.445], [0.286, 1.384, -2.644], [0.011, -3.263, -4.075], [0.985, 1.146, 4.920], [-1.198, -1.151, 1.585], [-0.766, 2.585, 0.525], [-0.090, -0.292, 3.331], [1.891, -1.935, -0.781], [3.358, -4.888, -2.841]], "forces_ev_per_a": [[0.045, -0.021, -0.022], [-0.026, 0.034, -0.154], [0.090, -0.202, -0.152], [-0.023, 0.010, 0.014], [-0.016, -0.203, -0.181], [0.083, -0.179, -0.060], [0.068, 0.024, -0.047], [0.082, -0.004, 0.129], [0.014, -0.044, -0.003], [-0.177, -0.140, -0.201], [-0.130, -0.001, 0.240], [-0.001, 0.038, -0.028], [0.249, -0.645, 0.480], [-0.148, 0.057, -0.087], [-0.031, -0.012, -0.012], [0.027, 0.013, 0.022], [-0.007, 0.294, -0.151], [0.049, -0.025, 0.049], [0.004, -0.016, 0.037], [-0.012, 0.193, -0.020], [-0.014, -0.036, 0.012], [-0.019, 0.012, -0.023], [-0.008, 0.003, 0.011], [-0.008, 0.542, -0.080], [0.060, 0.016, -0.033], [-0.035, 0.014, 0.033], [0.046, 0.021, 0.028], [-0.169, 0.016, -0.058], [-0.029, 0.026, 0.009], [-0.135, -0.112, 0.008], [-0.046, 0.005, -0.026], [0.189, 0.079, 0.133], [0.040, 0.001, 0.035], [-0.001, 0.022, -0.005], [-0.024, -0.061, -0.008], [-0.050, -0.014, 0.011], [0.016, -0.017, -0.016], [0.013, 0.000, 0.002], [0.018, 0.084, 0.012], [0.008, 0.031, 0.003], [-0.002, -0.131, -0.015], [0.021, -0.008, -0.001], [0.127, -0.091, 0.118], [0.028, 0.042, -0.094], [-0.016, 0.373, 0.226], [0.088, -0.051, 0.020], [-0.023, -0.031, -0.009], [0.019, 0.026, -0.026], [-0.028, -0.025, -0.074], [0.048, -0.069, 0.081], [-0.083, 0.103, 0.030], [0.005, 0.010, 0.017], [0.010, -0.080, -0.105], [-0.017, 0.007, -0.003], [-0.049, 0.031, 0.059], [-0.108, 0.092, -0.099], [-0.012, -0.002, -0.026]]}

# 2
{"formula": "C29H46LaP2S", "method": "ωB97M-V with the def2-TZVPD basis set", "lumo_energy_ev": -2.4, "e_above_lowest_kcal_mol": 0.0, "total_charge": 1, "orbital_gap_ev": 6.41, "energy_ha": -2244.8010, "species": ["C", "C", "H", "H", "H", "H", "La", "H", "H", "C", "H", "H", "H", "C", "H", "C", "H", "P", "H", "C", "H", "H", "C", "H", "C", "C", "H", "H", "C", "C", "C", "H", "H", "H", "C", "C", "H", "C", "H", "H", "H", "C", "H", "P", "H", "C", "H", "C", "H", "C", "H", "H", "H", "H", "H", "S", "H", "H", "H", "H", "H", "H", "H", "H", "C", "C", "H", "C", "H", "H", "C", "C", "H", "C", "C", "H", "C", "C", "C"], "xyz": [[-1.707, -2.960, 0.425], [2.876, -0.794, -1.812], [2.399, 3.109, 2.067], [-1.241, 2.500, -2.240], [-2.688, -2.466, 0.371], [-2.677, -0.093, 3.142], [1.433, -0.695, 0.635], [-3.133, -0.759, 1.558], [-0.804, 2.617, -5.729], [3.213, 1.449, 3.181], [-1.992, -0.818, -3.631], [0.588, -0.129, 4.966], [1.613, -0.170, -4.360], [-1.049, -0.190, -1.832], [2.020, -1.765, 4.744], [-0.808, 2.568, -4.629], [-1.285, -2.982, -0.595], [-0.531, 0.855, -4.181], [3.029, -1.741, 3.282], [2.542, 2.919, 5.475], [3.274, -1.697, -1.302], [-1.119, 0.600, 0.163], [2.133, -2.203, 3.740], [-4.547, 2.058, -0.007], [-0.732, 0.924, -0.821], [-3.199, 0.747, -2.860], [-2.176, 0.732, 1.677], [-0.481, 3.041, -0.743], [-0.847, -0.006, -5.747], [1.063, 0.349, -3.556], [3.156, 1.670, 5.600], [4.021, -0.016, 4.556], [-0.324, -2.660, -3.089], [-1.926, -0.056, -5.949], [-1.063, -1.072, 2.117], [0.001, -0.882, 3.055], [-1.874, -4.013, 0.713], [0.057, 0.201, 4.063], [-3.266, 1.779, -3.228], [2.340, -3.280, 3.853], [-4.807, 0.330, -1.475], [1.166, -3.975, 1.284], [-0.433, -1.023, -5.753], [0.976, -0.832, -2.137], [1.854, 4.442, 4.101], [-2.562, 2.641, -0.483], [0.376, 1.095, -0.660], [2.297, 3.454, 4.206], [-0.378, 0.583, -6.549], [0.901, -1.988, 2.937], [1.738, -4.514, 2.055], [3.325, -0.759, -2.814], [2.274, 3.487, 6.369], [3.206, 0.129, -1.289], [-2.613, 3.621, 0.003], [3.609, 0.557, 1.742], [-0.002, 3.215, -4.260], [1.283, -3.200, -2.530], [1.653, 1.235, -3.275], [-3.897, 0.184, -3.501], [1.137, -2.300, -4.058], [0.472, -4.685, 0.811], [-0.957, 0.510, 4.356], [-1.462, -1.101, -1.365], [-3.635, 1.840, -0.565], [-2.317, -0.270, 2.113], [0.584, 1.090, 3.683], [0.426, -2.829, 1.878], [3.356, 1.256, 6.588], [-3.267, -0.255, -0.916], [0.740, -2.392, -3.038], [-0.802, -2.279, 1.391], [-1.781, 2.959, -4.301], [-1.802, 0.132, -3.109], [-3.740, 0.612, -1.409], [1.894, -3.656, 0.506], [-1.239, 2.342, -1.139], [2.616, 2.724, 3.065], [3.521, 0.952, 4.466]], "forces_ev_per_a": [[-0.247, -0.450, -0.521], [1.052, -0.392, -1.672], [0.119, -0.008, 0.282], [-0.159, 0.025, 0.715], [0.298, -0.169, -0.025], [0.112, -0.167, -0.362], [-0.559, -0.380, 1.634], [0.310, 0.155, 0.158], [0.098, 0.057, 0.363], [-0.248, 0.769, 1.042], [0.309, 0.044, 0.225], [-0.135, 0.171, -0.214], [-0.187, 0.396, 0.169], [0.962, -1.001, -0.231], [0.093, -0.188, -0.333], [0.447, 0.882, -0.393], [-0.226, -0.089, 0.237], [-1.723, -0.951, -1.020], [-0.326, -0.235, 0.275], [0.014, 0.113, -0.045], [-0.024, 0.354, -0.198], [0.190, 0.380, -0.380], [0.685, -0.221, 0.338], [0.339, 0.317, -0.079], [-0.651, -0.305, -0.078], [-0.672, 0.082, -0.855], [-0.209, -0.227, 0.187], [-0.427, -0.074, -0.221], [0.475, 0.157, -0.509], [1.035, 1.066, -0.251], [-0.045, 0.184, -0.109], [-0.167, 0.372, -0.013], [0.257, 0.124, 0.069], [0.268, 0.104, 0.191], [0.754, -0.917, -0.070], [0.082, -1.111, -0.600], [-0.012, 0.418, -0.066], [0.048, 0.524, 0.454], [-0.067, -0.062, 0.364], [-0.059, 0.371, 0.051], [0.453, 0.252, -0.038], [-0.037, -0.509, 0.128], [-0.131, 0.259, 0.088], [-1.744, -0.148, 1.390], [0.046, -0.193, 0.074], [-0.773, 0.209, -0.545], [-0.217, -0.233, -0.624], [0.032, -0.191, 0.172], [-0.063, -0.389, 0.051], [-0.897, 0.365, -0.502], [-0.092, 0.134, -0.352], [0.570, -0.095, 0.395], [0.086, -0.190, -0.309], [-0.105, -0.334, -0.127], [-0.163, -0.534, 0.197], [0.602, -0.147, -0.869], [-0.298, -0.062, -0.028], [-0.154, 0.145, -0.203], [-0.125, -0.165, -0.125], [0.147, 0.256, 0.116], [-0.081, -0.226, 0.144], [0.309, 0.176, 0.038], [0.294, -0.045, -0.025], [0.155, 0.644, -0.091], [0.348, 0.658, 0.315], [-0.494, 0.466, 0.044], [-0.150, -0.116, 0.273], [-0.367, 0.982, 0.413], [-0.011, 0.129, -0.232], [-0.138, 0.352, -0.171], [0.341, -0.403, -0.072], [0.435, 0.556, 0.635], [0.332, -0.293, 0.117], [-0.001, -0.261, 1.680], [-0.284, -0.617, -0.374], [-0.029, -0.177, 0.028], [0.492, 0.160, 0.166], [0.113, -0.562, 0.220], [-0.204, 0.030, -0.504]]}

# 3
{"formula": "C2H10N3", "method": "ωB97M-V with the def2-TZVPD basis set", "lumo_energy_ev": [-4.7, -4.7], "e_above_lowest_kcal_mol": 172.4, "total_charge": 1, "orbital_gap_ev": [8.05, 8.05], "energy_ha": -245.9840, "species": ["C", "H", "H", "H", "N", "H", "N", "H", "H", "H", "H", "H", "C", "N", "H"], "xyz": [[1.721, -0.431, 0.444], [-0.914, 1.320, -1.536], [-3.968, -0.752, -0.231], [-3.176, -0.324, 1.129], [-0.859, 0.950, -0.545], [0.900, 1.765, -0.106], [-0.018, 1.334, 0.259], [3.175, -0.684, -0.887], [-1.663, 0.407, -0.100], [1.579, -1.580, 0.739], [-2.549, -1.490, 0.299], [3.787, -0.300, 0.636], [2.972, -0.046, -0.052], [-3.028, -0.670, 0.206], [3.077, 1.056, -0.082]], "forces_ev_per_a": [[-2.167, -2.179, 1.052], [0.349, -1.136, 1.027], [1.246, -0.250, 0.309], [-0.328, 0.214, 0.823], [-1.166, 1.298, -1.327], [-2.084, -0.244, -0.042], [2.988, -0.350, 1.177], [0.400, -0.155, -1.190], [-0.395, 0.267, -1.090], [0.639, 2.217, -0.739], [1.011, -3.069, 0.019], [0.145, -0.638, 0.221], [1.169, 1.512, 1.677], [-1.847, 3.027, -0.773], [0.039, -0.513, -1.142]]}